ORCA calculation (wB97M-V/def2-TZVPD) on a cluster of 13 separate species, C62H160N10O21 in total.

- ΔE to the lowest compared entry with this formula, charge and spin (kcal per mole) = 133.9
- orbital gap (eV) = 8.41
- multiplicity = 1

```
253
Properties=species:S:1:pos:R:3:forces:R:3
C 20.849 -14.547 -11.152 -0.16 -1.29 0.05
C 20.862 -13.059 -11.003 -0.96 -0.75 0.11
O 20.152 -12.468 -12.060 0.58 1.02 -0.48
H 19.930 -15.100 -11.346 -0.87 0.94 -0.45
H 21.032 -15.035 -10.194 1.33 -0.07 -0.08
H 21.469 -14.783 -12.017 0.49 -0.57 0.47
H 21.913 -12.772 -11.032 -0.18 0.52 -0.02
H 20.422 -12.812 -10.037 0.06 0.44 0.20
H 19.302 -12.904 -12.163 -0.54 -0.17 0.15
C 20.000 -16.515 -15.121 0.40 -0.46 -0.64
C 19.477 -17.073 -16.489 -2.45 1.42 0.76
O 17.957 -16.939 -16.525 1.87 -1.08 0.57
H 21.048 -16.222 -15.182 0.10 0.23 -0.40
H 20.033 -17.233 -14.301 -0.56 -0.33 -0.17
H 19.441 -15.647 -14.771 -0.12 -0.04 -0.28
H 19.718 -18.122 -16.661 -0.09 0.09 0.15
H 19.790 -16.472 -17.342 0.55 0.00 0.23
H 17.700 -16.178 -17.051 0.19 0.34 -0.19
C 22.432 -12.180 -18.660 0.97 1.55 -1.09
C 21.118 -12.561 -18.162 -0.84 0.68 0.63
O 21.044 -13.938 -18.108 -0.60 -1.63 0.56
H 22.498 -11.099 -18.782 0.17 0.33 0.57
H 22.589 -12.476 -19.697 0.35 -0.81 0.16
H 23.142 -12.538 -17.913 0.50 0.03 -0.59
H 20.268 -12.182 -18.728 -0.05 0.44 -0.20
H 21.071 -12.163 -17.148 -0.54 -0.12 0.25
H 21.055 -14.220 -19.026 0.15 -0.28 -0.33
C 25.894 -4.922 -14.585 -0.81 1.06 -0.71
O 25.060 -5.901 -13.997 1.50 -0.42 0.95
C 23.663 -5.724 -13.956 -0.52 -0.43 -1.44
C 23.039 -7.095 -13.681 -0.07 -0.24 0.90
N 23.387 -8.099 -14.641 0.17 0.68 -1.13
C 22.985 -9.432 -14.232 -0.18 1.01 0.86
C 23.043 -10.390 -15.372 2.12 -0.61 -0.06
O 24.502 -10.588 -15.671 -1.11 0.31 -0.49
C 25.330 -11.298 -14.742 -1.04 -0.27 -0.61
H 26.954 -5.169 -14.642 -0.26 -0.66 0.59
H 25.808 -3.924 -14.157 -0.02 -0.03 0.83
H 25.627 -4.685 -15.615 -0.40 -0.53 -0.48
H 23.439 -5.384 -14.967 -0.77 0.16 -0.14
H 23.268 -5.006 -13.237 0.41 0.23 0.27
H 21.963 -7.177 -13.529 -0.36 1.06 -0.43
H 23.346 -7.382 -12.675 0.67 -0.07 0.55
H 24.369 -7.969 -14.838 0.18 -0.67 -0.15
H 21.981 -9.289 -13.833 -0.34 -0.40 -0.09
H 23.595 -9.700 -13.370 0.03 -0.69 0.18
H 22.523 -9.919 -16.207 0.80 0.17 -0.45
H 22.556 -11.364 -15.310 0.07 -0.16 0.85
H 25.282 -10.899 -13.730 0.24 0.16 -0.01
H 26.339 -11.315 -15.155 -0.02 0.54 0.13
H 25.060 -12.354 -14.705 -0.37 -0.21 0.15
C 21.881 -5.087 -17.889 -0.67 -0.85 1.52
O 21.588 -3.884 -18.466 0.13 1.12 -1.52
C 20.957 -4.064 -19.753 -0.99 0.53 1.81
C 21.893 -4.431 -20.845 -0.41 0.80 -3.07
N 21.169 -4.533 -22.166 -1.21 0.60 2.35
C 21.687 -4.993 -23.412 -2.35 0.18 0.54
C 20.527 -4.684 -24.479 0.04 -0.28 -0.66
O 19.196 -5.302 -24.354 2.04 -1.07 1.56
C 18.263 -5.098 -25.386 1.94 1.60 -0.26
H 20.942 -5.588 -17.654 -0.32 -0.79 -0.51
H 22.203 -4.909 -16.863 0.96 0.10 -0.21
H 22.542 -5.708 -18.494 0.18 -0.16 0.34
H 20.448 -3.105 -19.853 0.10 0.00 -0.79
H 20.181 -4.816 -19.615 -0.22 -0.34 -0.22
H 22.424 -5.351 -20.599 0.46 0.26 -0.06
H 22.437 -3.524 -21.107 1.43 -0.41 1.03
H 20.169 -4.544 -22.028 0.10 -0.38 -0.32
H 21.968 -6.043 -23.333 0.02 -0.40 -0.63
H 22.586 -4.413 -23.620 0.01 0.06 -0.73
H 20.916 -4.970 -25.456 0.03 0.03 -0.25
H 20.320 -3.614 -24.475 0.38 0.21 0.09
H 17.376 -5.699 -25.188 0.16 0.30 -0.26
H 18.777 -5.233 -26.338 -0.35 -1.05 -0.44
H 18.158 -4.014 -25.436 -1.29 0.26 0.21
C 16.957 -10.297 -10.562 0.11 -0.06 0.96
O 16.109 -10.298 -11.677 0.63 0.69 0.28
C 16.709 -10.785 -12.855 -1.13 -1.66 -0.50
C 16.299 -12.265 -12.952 -0.53 -0.04 0.73
N 16.933 -13.159 -11.986 0.80 -0.55 -0.19
C 16.465 -14.555 -12.004 0.96 0.35 -1.59
C 16.291 -15.088 -13.445 -0.35 -0.32 1.61
O 14.946 -14.837 -13.904 1.29 -0.71 2.46
C 14.649 -15.564 -15.088 1.04 1.35 0.58
H 17.351 -11.262 -10.246 -0.08 -0.44 -0.36
H 16.375 -9.977 -9.698 -0.03 0.39 -0.16
H 17.858 -9.693 -10.665 -0.08 0.48 -0.27
H 17.780 -10.617 -12.970 0.17 0.03 0.48
H 16.217 -10.325 -13.712 -0.03 0.40 0.08
H 16.394 -12.635 -13.973 0.43 -0.13 0.06
H 15.237 -12.359 -12.724 -0.48 0.70 -0.46
H 16.888 -12.875 -11.018 -0.22 0.61 -0.28
H 15.553 -14.824 -11.472 -0.17 0.43 0.27
H 17.331 -15.057 -11.572 -0.32 -0.67 0.17
H 16.536 -16.142 -13.313 -0.71 -0.56 -0.45
H 17.124 -14.759 -14.066 -0.30 0.62 -0.61
H 13.563 -15.507 -15.156 0.23 0.01 -0.74
H 15.028 -16.586 -15.074 -0.10 -0.10 0.05
H 15.291 -14.905 -15.672 -0.81 -0.94 -2.17
C 18.350 -3.940 -16.750 -0.32 -0.13 -0.77
O 18.453 -5.093 -15.878 -0.35 1.94 -0.26
C 19.099 -4.749 -14.637 0.84 -1.83 -0.78
C 19.255 -6.124 -13.909 0.02 1.65 0.34
N 19.665 -5.900 -12.517 -0.29 0.17 0.54
C 19.719 -7.001 -11.598 -0.38 -1.54 0.74
C 20.434 -6.773 -10.269 0.60 1.70 -1.17
O 21.596 -6.013 -10.669 -1.33 -0.60 0.15
C 22.497 -5.765 -9.638 -0.26 0.83 -0.17
H 19.116 -3.856 -17.522 0.64 -0.61 0.20
H 18.343 -2.935 -16.330 0.03 -0.24 1.04
H 17.436 -3.960 -17.343 -0.33 -0.54 0.28
H 18.527 -4.073 -14.002 -0.11 0.11 -0.16
H 20.059 -4.334 -14.943 0.25 0.35 0.53
H 19.897 -6.817 -14.453 0.25 0.07 -0.25
H 18.229 -6.470 -14.038 -0.08 -0.61 0.77
H 20.478 -5.335 -12.316 0.10 0.19 -0.89
H 20.297 -7.879 -11.885 -0.26 -0.42 -1.32
H 18.706 -7.298 -11.327 -0.16 -0.43 -0.27
H 20.830 -7.681 -9.814 -0.51 -0.33 -0.03
H 19.750 -6.265 -9.588 0.41 0.50 0.42
H 22.180 -4.872 -9.100 0.16 0.29 0.21
H 23.410 -5.555 -10.195 0.49 -0.25 0.80
H 22.494 -6.569 -8.902 0.63 -0.31 -0.15
C 18.006 -13.413 -16.757 0.07 -2.21 -0.52
O 17.089 -14.189 -17.606 1.20 0.64 0.66
C 16.239 -13.396 -18.393 -1.65 0.59 0.47
C 15.087 -12.810 -17.516 -0.08 -0.24 -0.60
N 14.458 -11.630 -18.097 -0.49 -0.91 0.57
C 13.408 -11.026 -17.234 0.11 0.40 -2.86
C 12.562 -10.065 -18.168 1.27 2.33 1.99
O 13.452 -8.938 -18.648 0.19 -1.49 0.12
C 13.397 -8.704 -20.036 -1.06 -1.09 -0.32
H 17.527 -13.042 -15.851 -0.15 0.76 -0.46
H 18.678 -12.793 -17.350 -0.71 0.71 0.09
H 18.702 -14.163 -16.383 -0.02 -0.21 0.06
H 15.738 -14.028 -19.126 0.39 -0.23 -0.10
H 16.747 -12.601 -18.939 0.34 0.16 0.11
H 15.463 -12.689 -16.500 0.20 0.40 0.35
H 14.324 -13.585 -17.434 -0.09 -0.13 0.07
H 15.192 -10.985 -18.353 -0.07 0.57 0.09
H 13.849 -10.508 -16.382 -0.21 0.34 0.13
H 12.725 -11.795 -16.872 0.10 -0.15 0.03
H 11.922 -9.427 -17.558 -0.45 -0.53 0.50
H 11.879 -10.496 -18.900 0.85 -0.34 -0.48
H 14.175 -8.072 -20.465 0.07 0.32 0.72
H 12.397 -8.325 -20.247 -0.02 0.52 -0.45
H 13.458 -9.652 -20.571 0.17 -0.23 -0.14
C 17.651 -2.341 -21.251 -0.23 -2.35 0.90
O 17.552 -3.672 -21.834 0.94 0.80 -1.47
C 17.048 -4.817 -21.119 0.19 1.55 -0.67
C 17.241 -6.124 -21.931 0.61 0.57 1.04
N 18.643 -6.566 -21.963 -0.82 -0.21 0.29
C 18.763 -7.940 -22.451 -0.17 0.28 0.85
C 20.163 -8.455 -22.236 -0.09 -0.22 0.68
O 20.528 -8.280 -20.850 1.05 -0.59 -0.68
C 21.957 -8.310 -20.684 -0.46 1.53 -0.30
H 18.276 -2.415 -20.361 0.32 0.12 0.19
H 16.680 -2.025 -20.870 -0.24 0.36 -0.41
H 18.131 -1.651 -21.945 -0.38 -0.29 -0.19
H 15.996 -4.573 -20.971 -0.27 -0.64 0.38
H 17.594 -4.822 -20.176 -0.14 -0.56 0.27
H 16.877 -6.045 -22.955 -0.57 0.27 -0.02
H 16.654 -6.860 -21.381 -0.14 -0.21 -0.13
H 19.029 -6.010 -22.712 0.31 0.12 0.11
H 18.451 -8.006 -23.494 0.21 -0.24 -0.44
H 18.126 -8.636 -21.906 -0.42 0.30 0.28
H 20.850 -7.959 -22.922 0.36 0.09 0.16
H 20.152 -9.529 -22.423 0.26 -0.18 -0.40
H 22.364 -7.532 -21.329 0.17 0.24 -0.23
H 22.543 -9.189 -20.955 -0.65 -0.68 0.17
H 22.191 -7.960 -19.678 -0.17 -0.45 0.18
C 21.601 -16.249 -20.071 -0.91 0.93 -0.29
O 21.562 -14.950 -20.825 0.63 -2.24 2.95
C 20.495 -14.778 -21.688 -0.76 0.83 -1.23
C 20.748 -13.346 -22.286 -2.27 -0.56 0.40
N 21.935 -13.376 -23.005 2.57 -1.41 -3.05
C 21.918 -14.146 -24.302 -1.56 0.59 -0.82
C 21.092 -13.501 -25.457 1.13 0.92 -0.97
O 21.132 -14.366 -26.621 0.26 0.14 1.16
C 19.941 -14.380 -27.355 0.24 0.08 -0.62
H 22.211 -16.140 -19.174 0.84 0.13 -0.72
H 21.775 -17.117 -20.706 0.75 0.32 -0.20
H 20.667 -16.519 -19.579 -0.80 0.62 -0.39
H 19.495 -14.988 -21.310 -0.07 0.48 0.86
H 20.576 -15.527 -22.476 0.09 0.07 -0.52
H 20.918 -12.529 -21.584 -0.55 -0.44 0.89
H 19.932 -12.998 -22.919 -0.28 -0.24 0.00
H 22.502 -13.980 -22.427 0.98 0.41 0.13
H 21.504 -15.155 -24.293 -0.04 -0.34 0.73
H 22.913 -14.274 -24.728 0.17 0.31 0.42
H 21.603 -12.588 -25.762 0.45 0.21 0.01
H 20.093 -13.084 -25.331 -0.43 -0.86 0.82
H 19.173 -14.968 -26.853 -0.25 0.11 -0.02
H 20.159 -14.800 -28.337 0.05 -0.42 0.14
H 19.606 -13.373 -27.608 -0.32 0.26 0.38
C 15.456 -9.171 -25.007 0.25 0.01 0.16
O 14.329 -8.415 -25.346 -0.09 0.05 -0.87
C 13.075 -8.906 -24.948 -0.91 1.15 0.33
C 12.093 -7.749 -25.242 -0.57 -0.27 0.83
N 10.653 -8.012 -24.997 1.99 -1.16 1.10
C 9.889 -6.800 -25.050 -0.75 0.00 -0.34
C 10.022 -5.911 -23.785 0.51 -0.59 -0.45
O 8.890 -5.081 -23.532 0.52 -0.42 -0.33
C 8.012 -5.637 -22.565 -0.15 0.38 -0.27
H 15.458 -10.177 -25.427 -0.25 -0.20 -0.04
H 15.569 -9.227 -23.924 0.03 -0.15 0.24
H 16.330 -8.662 -25.412 -0.07 0.11 0.01
H 13.074 -8.993 -23.861 -0.07 -0.60 0.20
H 12.729 -9.829 -25.414 0.44 -0.31 -0.21
H 12.235 -7.332 -26.239 0.33 0.04 -0.20
H 12.391 -7.024 -24.484 -0.02 0.48 -0.37
H 10.327 -8.771 -25.578 -0.28 0.31 -0.14
H 8.837 -7.084 -25.097 -0.13 0.11 -0.19
H 10.184 -6.342 -25.994 -0.43 1.03 -0.02
H 10.943 -5.329 -23.817 -0.25 0.52 -0.16
H 10.217 -6.642 -23.000 -0.35 0.01 0.47
H 8.220 -5.188 -21.594 0.32 -0.50 0.31
H 8.073 -6.725 -22.607 -0.05 -0.03 0.47
H 6.979 -5.349 -22.761 0.02 0.04 -0.46
C 17.333 -7.196 -18.527 2.21 0.18 -0.40
C 17.732 -8.716 -18.575 -0.86 1.26 -1.34
C 18.887 -9.113 -17.661 0.19 0.30 -0.98
O 18.438 -9.131 -16.353 -0.90 -0.13 1.20
C 19.334 -9.673 -15.418 1.44 0.65 -0.73
N 16.510 -9.438 -18.287 -0.09 -0.77 1.48
H 17.437 -6.810 -17.513 -0.58 -0.18 0.27
H 16.416 -6.882 -19.025 -0.45 -0.77 0.35
H 18.042 -6.570 -19.069 0.59 -0.21 -0.16
H 18.002 -9.073 -19.569 0.45 0.73 -0.26
H 19.718 -8.424 -17.812 0.06 0.62 0.16
H 19.352 -10.053 -17.957 -0.46 -0.64 -0.06
H 20.329 -9.520 -15.835 0.47 0.08 0.11
H 19.298 -10.753 -15.272 -0.71 -0.12 0.21
H 19.337 -9.078 -14.505 -0.48 -0.36 0.17
H 15.721 -8.808 -18.320 -0.31 0.08 -0.63
H 16.593 -9.499 -17.282 -0.35 -0.80 0.72
C 14.470 -5.230 -15.654 -1.47 0.52 -1.91
C 13.727 -5.006 -17.072 -0.36 0.60 1.22
C 14.697 -4.626 -18.230 -1.93 0.89 1.04
O 13.971 -4.762 -19.504 0.75 -0.17 1.44
C 12.890 -3.788 -19.675 0.75 -1.37 -1.26
N 12.778 -6.108 -17.460 1.47 0.64 0.77
H 15.102 -6.117 -15.698 0.14 0.17 0.38
H 13.703 -5.247 -14.880 -0.12 -0.80 -0.09
H 14.965 -4.299 -15.377 0.76 -0.17 -0.41
H 13.140 -4.115 -16.854 -0.43 -0.01 -0.18
H 15.591 -5.153 -17.896 0.32 -0.89 -1.99
H 14.986 -3.576 -18.181 -0.06 0.28 0.32
H 12.325 -4.296 -20.456 0.05 0.43 -0.49
H 13.348 -2.876 -20.057 -0.36 0.24 0.23
H 12.104 -3.644 -18.933 0.78 -0.01 0.89
H 12.721 -6.080 -18.468 -0.30 0.29 -0.34
H 13.320 -6.954 -17.363 -0.04 -0.63 0.35
```
Forces are in eV/Å.